{
  "formula": "C29H44F18NO18S2Si",
  "method": "ωB97M-V with the def2-TZVPD basis set",
  "energy_ha": -5424.16791,
  "orbital_gap_ev": 7.5,
  "total_charge": -1,
  "lumo_ev": 1.5,
  "fmax_ev_per_a": 5.2,
  "symbols": ["C", "Si", "C", "C", "O", "C", "C", "S", "O", "O", "N", "S", "O", "O", "O", "H", "H", "H", "H", "H", "H", "H", "H", "H", "H", "H", "H", "H", "H", "C", "C", "O", "C", "O", "C", "F", "F", "F", "H", "H", "H", "H", "H", "C", "C", "O", "C", "O", "C", "F", "F", "F", "H", "H", "H", "H", "H", "C", "C", "O", "C", "O", "C", "F", "F", "F", "H", "H", "H", "H", "H", "C", "C", "O", "C", "O", "C", "F", "F", "F", "H", "H", "H", "H", "H", "C", "C", "O", "C", "O", "C", "F", "F", "F", "H", "H", "H", "H", "H", "C", "C", "O", "C", "O", "C", "F", "F", "F", "H", "H", "H", "H", "H"],
  "coordinates": [[3.899, -5.130, -0.707], [3.716, -4.486, -2.487], [4.137, -5.889, -3.699], [5.089, -3.159, -2.721], [2.248, -3.691, -2.815], [1.100, -4.526, -2.574], [-0.055, -3.553, -2.213], [-1.716, -4.315, -2.106], [-2.622, -3.401, -2.878], [-2.185, -4.265, -0.676], [-1.842, -5.811, -2.809], [-1.010, -7.007, -2.014], [0.156, -7.429, -2.854], [-1.890, -8.191, -1.806], [-0.414, -6.594, -0.549], [4.875, -4.825, -0.281], [3.127, -4.759, -0.009], [3.857, -6.238, -0.718], [5.232, -5.835, -3.877], [3.639, -5.766, -4.680], [3.941, -6.903, -3.313], [6.037, -3.639, -3.018], [4.712, -2.473, -3.505], [5.237, -2.612, -1.769], [0.915, -5.136, -3.470], [1.301, -5.151, -1.677], [-0.097, -2.798, -3.018], [0.182, -3.049, -1.262], [-0.639, -5.694, -0.269], [-1.035, -2.586, -8.542], [-1.011, -1.683, -7.327], [0.094, -2.007, -6.471], [1.269, -1.485, -6.810], [1.466, -0.785, -7.756], [2.320, -1.877, -5.778], [2.238, -3.164, -5.457], [2.172, -1.173, -4.655], [3.559, -1.657, -6.213], [-1.038, -3.634, -8.238], [-1.921, -2.391, -9.147], [-0.151, -2.433, -9.163], [-1.911, -1.835, -6.732], [-0.982, -0.630, -7.609], [-2.813, -0.190, -0.968], [-2.908, 1.318, -1.080], [-2.416, 1.768, -2.356], [-3.278, 1.699, -3.365], [-4.399, 1.306, -3.288], [-2.636, 2.247, -4.635], [-1.394, 1.795, -4.806], [-2.568, 3.584, -4.602], [-3.325, 1.917, -5.721], [-1.793, -0.524, -1.163], [-3.110, -0.522, 0.027], [-3.454, -0.681, -1.700], [-2.276, 1.785, -0.325], [-3.926, 1.671, -0.913], [-5.351, 6.299, -1.251], [-6.315, 5.166, -0.967], [-5.889, 4.407, 0.176], [-6.218, 4.907, 1.362], [-6.822, 5.919, 1.537], [-5.747, 3.975, 2.472], [-4.503, 3.541, 2.271], [-6.532, 2.896, 2.559], [-5.760, 4.568, 3.660], [-4.334, 5.918, -1.362], [-5.633, 6.822, -2.165], [-5.338, 7.019, -0.432], [-6.329, 4.471, -1.806], [-7.333, 5.530, -0.828], [-8.560, 3.668, 4.594], [-9.955, 3.297, 5.053], [-9.905, 2.364, 6.145], [-9.712, 2.896, 7.349], [-9.578, 4.059, 7.573], [-9.732, 1.803, 8.412], [-9.020, 0.737, 8.046], [-10.979, 1.385, 8.647], [-9.235, 2.229, 9.567], [-7.989, 2.775, 4.351], [-8.604, 4.312, 3.716], [-8.015, 4.193, 5.380], [-10.489, 2.794, 4.247], [-10.536, 4.178, 5.327], [5.041, 0.302, 3.507], [6.217, -0.067, 2.627], [6.667, -1.402, 2.911], [5.984, -2.378, 2.317], [5.052, -2.212, 1.594], [6.604, -3.731, 2.669], [6.897, -3.822, 3.968], [7.744, -3.927, 2.000], [5.806, -4.754, 2.383], [5.293, 0.164, 4.560], [4.754, 1.341, 3.346], [4.179, -0.332, 3.296], [7.055, 0.591, 2.839], [5.977, 0.041, 1.569], [8.674, 4.549, 6.691], [7.864, 5.279, 5.640], [8.332, 4.961, 4.320], [7.873, 3.823, 3.805], [7.126, 3.074, 4.354], [8.406, 3.634, 2.390], [9.707, 3.910, 2.300], [7.778, 4.434, 1.526], [8.239, 2.387, 1.965], [9.738, 4.757, 6.566], [8.368, 4.855, 7.691], [8.546, 3.469, 6.606], [7.988, 6.355, 5.755], [6.799, 5.063, 5.732]]
}